Entry 1:
{"formula": "C17H29BCl4N3O20", "method": "ωB97M-V/def2-TZVPD", "species": ["O", "C", "O", "B", "O", "C", "O", "O", "C", "O", "C", "O", "O", "Cl", "C", "C", "Cl", "H", "H", "H", "H", "Cl", "C", "C", "Cl", "H", "H", "H", "H", "C", "N", "O", "O", "H", "H", "H", "C", "N", "O", "O", "H", "H", "H", "C", "N", "O", "O", "H", "H", "H", "C", "O", "C", "O", "O", "C", "H", "H", "H", "H", "H", "H", "C", "O", "C", "O", "O", "C", "H", "H", "H", "H", "H", "H"], "positions_angstrom": [[-1.652043, -0.156629, -2.927970], [-0.504664, -0.360930, -2.607397], [-0.106923, -1.079295, -1.609468], [1.352815, -0.869112, -1.365102], [1.755009, 0.076101, -2.429005], [0.706912, 0.439863, -3.142698], [0.670026, 1.284907, -3.986159], [2.105459, -2.140125, -1.281446], [2.834529, -2.167643, -0.198954], [3.691702, -2.957329, 0.092986], [2.389488, -0.992599, 0.700464], [1.557186, -0.283200, -0.043470], [2.762863, -0.692921, 1.792789], [-2.209731, 1.576884, -7.368981], [-2.169435, 0.185023, -6.249910], [-1.628919, -1.066349, -6.907146], [-2.848863, -1.710974, -8.061158], [-3.165187, -0.050464, -5.886599], [-1.491031, 0.518997, -5.467716], [-1.576687, -1.846256, -6.148571], [-0.660245, -0.942226, -7.380424], [3.741156, 5.889609, -6.413436], [2.348707, 4.791174, -6.242721], [2.598739, 3.818944, -5.088449], [4.016034, 2.765302, -5.396425], [2.077318, 4.276233, -7.161587], [1.476204, 5.394714, -5.992368], [1.757727, 3.184274, -4.825420], [2.891281, 4.434819, -4.240636], [3.933084, -4.054516, 3.345491], [2.942867, -5.144904, 3.307606], [3.280940, -6.283262, 3.124138], [1.793017, -4.791499, 3.472426], [3.661556, -3.403302, 2.513565], [4.914004, -4.461805, 3.118856], [3.875461, -3.603935, 4.329391], [-5.216398, 0.477873, -2.689417], [-6.120188, 0.517669, -3.866553], [-7.307503, 0.603864, -3.633471], [-5.607175, 0.506312, -4.965405], [-5.032936, 1.517776, -2.423474], [-4.242312, 0.038487, -2.892400], [-5.707019, -0.072732, -1.893471], [-2.990503, -3.021879, -1.491522], [-4.386266, -3.423603, -1.699604], [-5.198159, -2.799173, -1.033821], [-4.661633, -4.252865, -2.539767], [-2.493152, -3.724530, -0.825601], [-2.999994, -2.066790, -0.981418], [-2.516811, -2.905301, -2.461573], [1.038505, -1.606142, 4.306206], [0.994921, -2.178333, 5.622858], [0.851609, -1.396247, 6.678241], [0.691713, -0.201724, 6.676818], [0.903234, -2.170486, 7.758855], [0.794133, -1.587643, 9.037736], [1.747991, -2.256312, 3.808652], [1.407306, -0.585223, 4.224643], [0.037575, -1.620636, 3.881355], [0.310775, -2.320798, 9.680570], [0.218397, -0.665071, 9.070692], [1.784564, -1.400408, 9.454006], [-0.488067, 5.604673, 5.110551], [0.630886, 4.909706, 4.582124], [0.479745, 3.794358, 3.884989], [-0.535813, 3.189022, 3.741231], [1.691799, 3.477255, 3.433341], [1.721943, 2.414706, 2.494114], [-1.166176, 4.947131, 5.657294], [-0.938001, 6.134878, 4.274979], [-0.117504, 6.275998, 5.883030], [1.601744, 1.429207, 2.952484], [2.731370, 2.350173, 2.093700], [0.967014, 2.489236, 1.714516]], "forces_ev_per_angstrom": [[0.26, -0.52, -0.29], [-0.91, 1.52, -0.13], [0.62, -1.04, 0.58], [-0.26, -0.12, 0.34], [0.25, -0.38, 0.11], [0.05, -0.23, 0.16], [-0.03, 0.05, -0.29], [-0.18, 0.21, -1.21], [0.47, -0.43, 1.07], [-0.23, -0.01, -0.14], [-0.05, 0.59, -1.00], [-0.33, 0.59, 0.39], [0.16, -0.34, 0.48], [-0.24, -0.02, -0.18], [0.64, -0.18, -0.16], [-0.55, -0.13, 0.37], [0.31, 0.05, -0.24], [-0.07, 0.48, 0.14], [-0.21, -0.25, 0.26], [0.24, 0.10, 0.08], [-0.12, 0.05, -0.22], [-0.18, -0.03, -0.34], [-0.65, -0.63, 0.63], [0.56, 0.68, -0.11], [-0.21, -0.08, -0.09], [0.58, 0.05, -0.20], [0.12, 0.14, 0.14], [-0.08, 0.01, -0.23], [-0.15, -0.19, 0.21], [0.61, -0.15, -0.74], [-0.71, 0.38, 0.24], [0.57, -0.68, -0.14], [-0.35, 0.03, 0.03], [-0.03, 0.32, 0.35], [-0.02, -0.11, 0.26], [-0.05, 0.21, -0.09], [0.44, 0.03, 0.52], [0.40, -0.14, 0.16], [-0.03, 0.00, -0.19], [-0.17, -0.02, -0.12], [-0.21, -0.02, 0.15], [-0.18, -0.08, -0.53], [-0.16, 0.19, 0.00], [0.76, 0.43, 0.19], [-0.62, 0.71, -0.03], [-0.27, -0.44, -0.08], [0.19, -0.09, 0.25], [-0.03, -0.28, -0.36], [-0.09, 0.08, -0.07], [0.11, -0.32, 0.09], [0.21, 0.01, -0.10], [0.14, 0.02, 0.21], [-0.19, 0.73, -0.25], [0.07, -0.06, 0.05], [-0.03, -0.62, -0.01], [0.03, 0.18, 0.71], [-0.37, 0.01, -0.48], [0.05, 0.00, 0.65], [0.05, -0.25, -0.14], [-0.05, -0.08, -0.11], [0.00, 0.02, -0.37], [0.07, 0.10, -0.14], [-0.04, -0.44, 0.23], [0.77, 0.76, 0.64], [0.50, 0.15, 0.48], [-0.76, -0.40, -0.41], [-0.15, 0.05, -0.31], [0.42, -1.42, -0.13], [-0.21, -0.19, -0.57], [-0.47, 0.11, 0.31], [0.28, 0.25, -0.38], [-0.33, 0.26, 0.32], [-0.08, 0.51, -0.19], [0.07, 0.34, -0.01]], "charge": -1, "lumo_ev": 1.96, "gap_ev": 10.29}

=====

Entry 2:
{"formula": "C24H48O10", "method": "ωB97M-V/def2-TZVPD", "species": ["O", "C", "O", "C", "C", "C", "H", "H", "H", "H", "H", "H", "H", "H", "O", "C", "O", "C", "C", "C", "H", "H", "H", "H", "H", "H", "H", "H", "O", "C", "O", "C", "C", "C", "H", "H", "H", "H", "H", "H", "H", "H", "C", "C", "O", "C", "H", "H", "H", "H", "H", "H", "C", "C", "O", "C", "H", "H", "H", "H", "H", "H", "C", "C", "O", "C", "H", "H", "H", "H", "H", "H", "C", "C", "O", "C", "H", "H", "H", "H", "H", "H"], "positions_angstrom": [[-28.069033, -13.251834, 56.607930], [-29.114041, -13.008255, 56.071242], [-30.129865, -13.831262, 56.016080], [-30.101394, -15.101906, 56.586886], [-31.544614, -15.762084, 56.442061], [-29.364713, -11.827047, 55.359589], [-30.029532, -15.118019, 57.744904], [-29.257198, -15.760533, 56.079774], [-32.150936, -15.025456, 56.941371], [-31.809039, -16.719403, 56.935791], [-31.720683, -15.974568, 55.272659], [-29.498351, -10.920352, 56.067905], [-30.101417, -12.016666, 54.886772], [-28.730246, -11.476163, 54.618586], [-28.868881, -17.777289, 58.677683], [-29.451222, -16.918629, 59.405803], [-28.859937, -15.820126, 60.019312], [-27.742357, -15.328904, 59.571341], [-27.222666, -14.179986, 60.432006], [-30.933520, -17.222662, 60.101251], [-27.689095, -14.789182, 58.528660], [-26.972049, -16.059763, 59.625961], [-26.761491, -14.567173, 61.297912], [-28.015257, -13.269481, 60.559013], [-26.291989, -13.699652, 60.027919], [-30.720180, -17.304296, 61.096137], [-31.241300, -18.001689, 59.735090], [-31.648018, -16.469917, 59.814391], [-33.692169, -14.695923, 53.797229], [-33.315603, -13.607577, 53.993239], [-32.457530, -12.902702, 53.268736], [-31.842977, -13.542583, 52.138389], [-30.909880, -12.498098, 51.598464], [-34.037355, -12.723979, 55.025624], [-32.638219, -13.797568, 51.480451], [-31.229438, -14.435162, 52.517834], [-31.625901, -11.815407, 51.278210], [-30.534701, -12.865453, 50.569032], [-30.169235, -12.138322, 52.402961], [-33.131910, -12.186203, 55.723195], [-34.572975, -13.388218, 55.500829], [-34.916869, -12.131190, 54.463221], [-30.736101, -19.314197, 54.740604], [-29.293818, -19.200203, 54.611925], [-28.712552, -18.443545, 53.601726], [-28.539820, -19.974784, 55.742999], [-31.366008, -20.135271, 54.548854], [-31.151902, -18.692383, 53.944454], [-31.185988, -19.103389, 55.610345], [-28.833842, -19.832201, 56.775325], [-27.491823, -19.754637, 55.795106], [-28.477990, -21.056914, 55.322870], [-25.062333, -12.512042, 55.542340], [-23.789687, -11.985454, 56.228999], [-23.174885, -10.771797, 55.835526], [-23.188738, -12.670477, 57.363579], [-24.854279, -12.418963, 54.572207], [-25.995880, -12.057287, 55.978243], [-25.102257, -13.678789, 55.710533], [-22.702904, -11.901212, 58.010154], [-22.604104, -13.673568, 57.040443], [-23.917342, -13.039203, 58.095814], [-27.953976, -16.089393, 50.989581], [-27.247738, -15.610354, 52.388175], [-25.963882, -15.931129, 52.603214], [-28.190093, -15.044205, 53.383234], [-28.032292, -15.175523, 50.230664], [-28.867674, -16.533685, 51.246160], [-27.560922, -16.919058, 50.539006], [-27.668450, -14.803000, 54.486956], [-29.023077, -15.596313, 53.701447], [-28.699943, -14.106412, 53.101912], [-31.781826, -13.431008, 61.569955], [-32.331094, -13.527401, 60.240057], [-33.531817, -14.081362, 59.914229], [-31.541894, -12.852385, 59.259199], [-32.683187, -13.803117, 62.290121], [-31.477893, -12.562710, 61.887693], [-31.031404, -14.119233, 61.678794], [-31.289534, -11.755965, 59.560275], [-32.241969, -12.726046, 58.325924], [-30.694517, -13.404404, 58.868245]], "forces_ev_per_angstrom": [[0.72, -0.71, 1.04], [2.77, -1.46, 1.11], [-2.07, -0.44, -0.27], [0.29, -4.08, 1.59], [1.12, -0.08, -2.96], [5.84, 5.89, 5.70], [0.86, 0.60, -1.88], [-1.58, 1.40, 1.34], [-0.99, 0.34, -0.57], [1.12, 0.45, 0.00], [-0.21, 0.95, 2.68], [-0.05, -1.56, -1.04], [-10.29, -1.43, -5.79], [2.33, 0.13, -0.90], [-2.04, 4.13, 2.42], [0.31, -3.55, 0.20], [-5.89, -2.53, 0.14], [5.53, 4.17, -3.15], [-0.74, 2.64, -0.49], [5.49, 8.64, -0.61], [-0.99, -1.80, 1.23], [0.83, -0.88, -0.52], [-0.48, -0.22, 1.92], [1.85, -2.40, 0.10], [-1.05, -0.38, -0.61], [0.18, 0.08, 2.72], [-2.98, -8.67, -3.82], [-0.10, 0.74, 0.40], [-0.12, -3.45, -0.96], [-1.34, 3.86, 0.93], [0.73, 0.11, 0.13], [2.04, -1.24, 2.06], [1.06, -1.52, -1.01], [3.65, 4.22, -2.32], [-0.32, -0.62, -0.80], [-1.29, 0.82, -0.65], [-0.61, 2.44, -0.20], [0.35, 0.44, 1.95], [-1.03, -0.47, -1.75], [-3.20, -0.94, -1.98], [-2.46, -3.30, 3.43], [2.65, -0.40, 1.22], [-0.62, 1.31, -4.44], [4.35, 2.86, -3.22], [-3.48, -4.78, 6.32], [1.12, -0.83, -2.66], [0.54, -2.52, -0.67], [-0.08, 0.67, 0.28], [-0.74, 1.67, 3.79], [-1.07, -0.29, -0.13], [0.68, 0.65, -0.45], [-0.73, 1.43, 1.19], [0.58, -2.32, 4.77], [2.26, 7.22, -2.66], [-4.07, -7.50, 2.08], [1.05, -1.65, 1.52], [-0.10, 0.92, -4.12], [1.03, -0.37, -0.76], [-0.12, 2.22, -0.02], [0.78, -0.89, -0.99], [-0.88, 2.62, 0.74], [-0.54, -0.29, -0.59], [0.73, 4.49, 1.33], [5.44, -3.86, -1.48], [-7.33, 2.37, -0.88], [2.10, 2.70, 3.80], [-0.05, -2.03, 1.70], [-2.06, 0.34, 0.57], [2.37, -1.63, -1.16], [-0.86, -0.54, -3.12], [-0.97, -1.82, -0.25], [0.65, -0.06, -0.48], [-6.40, -5.12, 1.95], [-6.95, -2.46, -1.65], [6.83, 2.74, 2.05], [-1.18, 3.09, -4.20], [2.25, 0.85, -1.34], [1.65, 5.00, 1.24], [2.15, -1.86, 0.27], [-0.02, -2.10, -0.26], [1.32, -0.20, 1.48], [0.49, 0.03, 0.44]], "smiles": "CCOC(C)=O.CCOC(C)=O.CCOC(C)=O.CC(C)=O.CC(C)=O.CC(C)=O.CC(C)=O", "charge": 0, "e_above_lowest_kcal_mol": 266.1, "lumo_ev": 0.21, "gap_ev": 9.59}